(1)
{"formula": "C2H17O9Rb", "method": "ωB97M-V with the def2-TZVPD basis set", "energy_ev": -21434.4199, "homo_energy_ev": -9.854, "lumo_energy_ev": -1.17, "fmax_ha_per_bohr": 0.022, "elements": ["Rb", "C", "C", "O", "O", "H", "H", "H", "O", "H", "H", "O", "H", "H", "O", "H", "H", "O", "H", "H", "O", "H", "H", "O", "H", "H", "O", "H", "H"], "xyz": [[-1.979, -2.415, 2.521], [0.022, 0.649, -1.319], [-0.284, 0.374, 0.138], [0.135, 1.171, 1.018], [-0.860, -0.727, 0.424], [0.059, 1.716, -1.526], [-0.792, 0.254, -1.937], [0.943, 0.133, -1.582], [3.299, -2.227, -1.892], [2.752, -2.174, -1.100], [4.205, -2.160, -1.570], [2.692, 2.445, 0.627], [3.250, 1.788, 1.055], [1.783, 2.095, 0.716], [-2.611, -2.458, -1.160], [-2.211, -2.509, -2.036], [-2.155, -1.713, -0.728], [1.152, -0.517, 3.310], [0.476, -1.062, 3.727], [0.724, -0.113, 2.523], [0.420, -2.199, -3.598], [0.411, -1.369, -3.106], [1.317, -2.260, -3.945], [-3.346, 0.630, 1.684], [-2.444, 0.630, 1.321], [-3.336, 1.315, 2.365], [-1.203, 3.732, 1.715], [-0.850, 2.867, 1.449], [-1.571, 4.105, 0.907]]}



(2)
{"formula": "C3H5NO", "method": "ωB97M-V with the def2-TZVPD basis set", "energy_ev": -6728.1847, "smiles": "C[C@H](O)C#N", "homo_energy_ev": -11.304, "lumo_energy_ev": 0.67, "relative_energy_kcal_mol": 32.0, "fmax_ha_per_bohr": 0.086, "elements": ["C", "C", "O", "C", "N", "H", "H", "H", "H", "H"], "xyz": [[-0.797, -0.351, 0.637], [0.292, -0.146, -0.474], [1.579, -0.573, -0.054], [0.283, 1.235, -0.802], [0.210, 2.327, -1.040], [-0.482, 0.362, 1.334], [-1.770, -0.052, 0.069], [-1.024, -1.318, 1.039], [0.231, -0.599, -1.512], [1.477, -0.885, 0.802]]}



(3)
{"formula": "C5H9N", "method": "ωB97M-V with the def2-TZVPD basis set", "energy_ev": -6817.1744, "smiles": "C=C/C=C(\\C)N", "homo_energy_ev": [-7.137, -6.102], "lumo_energy_ev": [1.04, 0.11], "relative_energy_kcal_mol": 88.1, "fmax_ha_per_bohr": 0.062, "elements": ["C", "C", "C", "C", "C", "N", "H", "H", "H", "H", "H", "H", "H", "H", "H"], "xyz": [[0.465, 0.749, -1.641], [1.351, 1.041, -0.606], [1.017, 0.414, 0.587], [-0.131, -0.406, 0.483], [-1.487, 0.054, 0.950], [0.029, -1.789, 0.446], [0.767, 0.840, -2.683], [-0.598, 0.942, -1.577], [2.301, 1.550, -0.757], [1.624, 0.470, 1.488], [-1.620, 1.127, 0.801], [-1.603, -0.175, 2.016], [-2.289, -0.455, 0.409], [-0.747, -2.288, 0.025], [0.921, -2.075, 0.059]]}



(4)
{"formula": "C28H56O7", "method": "ωB97M-V with the def2-TZVPD basis set", "energy_ev": -44269.9509, "smiles": "C1CCOC1.C1CCOC1.C1CCOC1.C1CCOC1.C1CCOC1.C1CCOC1.C1CCOC1", "homo_energy_ev": -9.420, "lumo_energy_ev": 0.52, "relative_energy_kcal_mol": 81.2, "fmax_ha_per_bohr": 0.049, "elements": ["C", "C", "C", "O", "C", "H", "H", "H", "H", "H", "H", "H", "H", "C", "C", "C", "O", "C", "H", "H", "H", "H", "H", "H", "H", "H", "C", "C", "C", "O", "C", "H", "H", "H", "H", "H", "H", "H", "H", "C", "C", "C", "O", "C", "H", "H", "H", "H", "H", "H", "H", "H", "C", "C", "C", "O", "C", "H", "H", "H", "H", "H", "H", "H", "H", "C", "C", "C", "O", "C", "H", "H", "H", "H", "H", "H", "H", "H", "C", "C", "C", "O", "C", "H", "H", "H", "H", "H", "H", "H", "H"], "xyz": [[7.193, -5.084, 0.115], [6.721, -4.061, -0.888], [5.257, -3.869, -0.560], [5.320, -3.857, 0.875], [6.333, -4.797, 1.311], [8.266, -5.030, 0.294], [7.060, -6.063, -0.346], [6.827, -4.368, -1.929], [7.325, -3.158, -0.799], [4.601, -4.644, -0.955], [4.740, -3.035, -1.034], [5.867, -5.641, 1.819], [6.950, -4.279, 2.046], [-4.793, -2.164, -4.905], [-4.886, -2.904, -6.291], [-4.816, -4.354, -5.796], [-5.601, -4.363, -4.636], [-5.478, -3.152, -3.921], [-5.458, -1.301, -4.937], [-3.798, -1.883, -4.561], [-4.095, -2.707, -7.016], [-5.820, -2.625, -6.779], [-3.765, -4.614, -5.673], [-5.186, -5.135, -6.461], [-4.942, -3.274, -2.979], [-6.433, -2.696, -3.660], [-4.229, -6.607, 4.289], [-3.068, -5.648, 4.550], [-1.889, -6.266, 3.726], [-2.446, -7.276, 2.935], [-3.877, -7.276, 2.980], [-5.222, -6.182, 4.144], [-4.336, -7.249, 5.164], [-2.853, -5.452, 5.601], [-3.247, -4.639, 4.178], [-1.158, -6.635, 4.444], [-1.393, -5.448, 3.204], [-4.380, -8.224, 3.171], [-4.254, -6.674, 2.152], [-5.673, 7.634, -6.772], [-5.040, 6.440, -6.277], [-3.612, 6.891, -5.986], [-3.390, 7.948, -6.880], [-4.595, 8.353, -7.607], [-5.936, 8.126, -5.835], [-6.514, 7.558, -7.461], [-4.995, 5.734, -7.106], [-5.505, 5.998, -5.396], [-2.979, 6.028, -6.194], [-3.470, 7.294, -4.984], [-4.576, 8.185, -8.684], [-4.873, 9.407, -7.577], [7.949, 4.390, -2.316], [7.543, 4.538, -0.884], [6.011, 4.874, -0.969], [5.578, 3.993, -2.000], [6.650, 3.747, -2.951], [8.818, 3.775, -2.551], [8.069, 5.385, -2.745], [8.063, 5.405, -0.477], [7.862, 3.678, -0.295], [5.848, 5.900, -1.299], [5.370, 4.692, -0.106], [6.588, 4.315, -3.879], [6.917, 2.702, -3.106], [2.407, 0.025, 7.554], [1.079, 0.237, 8.291], [1.518, 1.334, 9.198], [2.843, 1.078, 9.535], [3.384, 0.131, 8.704], [2.646, 0.681, 6.716], [2.369, -1.017, 7.237], [0.710, -0.684, 8.742], [0.284, 0.482, 7.586], [0.863, 1.381, 10.069], [1.481, 2.267, 8.635], [3.458, -0.827, 9.220], [4.406, 0.393, 8.427], [-2.702, 2.937, 1.560], [-1.589, 2.149, 0.840], [-1.864, 0.669, 0.992], [-3.194, 0.612, 1.365], [-3.729, 1.819, 1.936], [-3.211, 3.694, 0.964], [-2.404, 3.321, 2.536], [-0.556, 2.401, 1.077], [-1.738, 2.555, -0.161], [-1.238, 0.245, 1.777], [-1.711, 0.068, 0.096], [-3.912, 1.718, 3.005], [-4.742, 1.977, 1.565]]}



(5)
{"formula": "C16H22N4S", "method": "ωB97M-V with the def2-TZVPD basis set", "energy_ev": -33742.3190, "smiles": "CC1(C)C[C@H](c2c(N)nn(-c3ccccc3)c2N)CCS1", "homo_energy_ev": -7.631, "lumo_energy_ev": 0.61, "relative_energy_kcal_mol": 6.7, "fmax_ha_per_bohr": 0.123, "elements": ["C", "C", "C", "C", "C", "C", "C", "N", "N", "N", "C", "C", "C", "C", "C", "C", "C", "N", "C", "C", "S", "H", "H", "H", "H", "H", "H", "H", "H", "H", "H", "H", "H", "H", "H", "H", "H", "H", "H", "H", "H", "H", "H"], "xyz": [[-3.600, 0.488, 1.974], [-3.161, -0.848, 1.458], [-4.290, -1.639, 0.816], [-1.958, -0.813, 0.493], [-0.660, -0.432, 1.289], [0.394, -0.342, 0.221], [1.273, -1.357, -0.127], [1.274, -2.717, -0.190], [2.147, -0.858, -0.889], [1.922, 0.495, -1.111], [2.546, 1.326, -2.052], [3.381, 0.697, -3.042], [4.048, 1.589, -3.898], [3.920, 3.017, -3.819], [3.079, 3.564, -2.924], [2.378, 2.764, -2.055], [0.848, 0.796, -0.288], [0.317, 2.063, 0.036], [-0.185, -1.328, 2.477], [-1.138, -2.513, 2.783], [-2.845, -1.887, 2.965], [-4.222, 1.122, 1.265], [-4.133, 0.461, 2.966], [-2.754, 1.050, 2.103], [-4.572, -1.024, -0.028], [-3.916, -2.688, 0.450], [-5.109, -1.826, 1.469], [-1.702, -1.841, 0.081], [-2.042, -0.084, -0.241], [-0.742, 0.580, 1.740], [2.160, -3.216, -0.291], [0.591, -3.168, 0.437], [3.679, -0.344, -3.063], [4.863, 1.260, -4.552], [4.526, 3.532, -4.588], [3.141, 4.643, -2.865], [1.700, 3.268, -1.411], [-0.698, 2.108, 0.285], [0.924, 2.674, 0.573], [0.855, -1.576, 2.530], [-0.225, -0.711, 3.388], [-0.868, -3.060, 3.715], [-1.145, -3.227, 1.918]]}



(6)
{"formula": "C6H12ClO2P", "method": "ωB97M-V with the def2-TZVPD basis set", "energy_ev": -32321.6437, "smiles": "CCP(=O)(CC)[C@H](Cl)C=O", "homo_energy_ev": -10.124, "lumo_energy_ev": 0.59, "relative_energy_kcal_mol": 7.8, "fmax_ha_per_bohr": 0.114, "elements": ["C", "C", "P", "O", "C", "C", "C", "Cl", "C", "O", "H", "H", "H", "H", "H", "H", "H", "H", "H", "H", "H", "H"], "xyz": [[-0.675, 2.120, 0.048], [-0.684, 0.880, -0.869], [-0.152, -0.866, -0.351], [-0.419, -1.975, -1.221], [1.554, -0.416, 0.147], [2.287, 0.063, -1.066], [-0.915, -1.147, 1.360], [-0.042, -2.588, 1.949], [-2.308, -1.372, 1.158], [-3.056, -0.429, 1.166], [-1.032, 1.872, 0.932], [0.392, 2.488, 0.269], [-1.274, 2.761, -0.443], [-0.106, 1.036, -1.754], [-1.727, 0.744, -1.443], [1.554, 0.394, 0.789], [2.216, -1.222, 0.469], [2.470, -0.676, -1.871], [1.742, 0.698, -1.618], [3.273, 0.457, -0.811], [-0.642, -0.418, 2.169], [-2.456, -2.405, 0.993]]}



(7)
{"formula": "C22H66CrHgO15S", "method": "ωB97M-V with the def2-TZVPD basis set", "energy_ev": -98013.7276, "homo_energy_ev": [-14.231, -14.230], "lumo_energy_ev": [-6.68, -6.64], "total_charge": 2, "multiplicity": 5, "fmax_ha_per_bohr": 0.033, "elements": ["Hg", "Cr", "S", "O", "O", "O", "O", "C", "C", "O", "H", "H", "H", "H", "H", "H", "C", "C", "O", "H", "H", "H", "H", "H", "H", "C", "C", "O", "H", "H", "H", "H", "H", "H", "C", "C", "O", "H", "H", "H", "H", "H", "H", "C", "C", "O", "H", "H", "H", "H", "H", "H", "C", "C", "O", "H", "H", "H", "H", "H", "H", "C", "C", "O", "H", "H", "H", "H", "H", "H", "C", "C", "O", "H", "H", "H", "H", "H", "H", "C", "C", "O", "H", "H", "H", "H", "H", "H", "C", "C", "O", "H", "H", "H", "H", "H", "H", "C", "C", "O", "H", "H", "H", "H", "H", "H"], "xyz": [[1.197, -2.554, -1.212], [0.236, 1.876, 2.208], [0.475, -0.216, 0.458], [1.154, 0.001, 1.774], [-0.372, 1.012, 0.362], [1.464, -0.307, -0.639], [-0.248, -1.499, 0.433], [-4.833, 1.700, 0.031], [-3.600, 1.354, 0.848], [-4.026, 1.070, 2.203], [-5.520, 2.292, 0.632], [-5.342, 0.794, -0.289], [-4.546, 2.292, -0.839], [-2.911, 2.213, 0.895], [-3.065, 0.501, 0.412], [-3.267, 1.088, 2.792], [-3.531, 1.182, -3.317], [-2.174, 1.676, -2.859], [-1.545, 0.657, -2.042], [-4.196, 1.013, -2.480], [-3.393, 0.313, -3.961], [-4.000, 1.891, -4.008], [-2.260, 2.644, -2.342], [-1.499, 1.924, -3.693], [-1.024, 1.057, -1.331], [-2.185, -5.534, -1.769], [-0.702, -5.388, -1.495], [-0.389, -4.112, -0.870], [-2.542, -4.752, -2.438], [-2.742, -5.501, -0.833], [-2.351, -6.500, -2.244], [-0.102, -5.445, -2.403], [-0.358, -6.196, -0.844], [-0.952, -3.943, -0.063], [5.385, -0.664, 3.324], [4.000, -1.094, 3.810], [3.214, -1.659, 2.722], [5.996, -0.297, 4.159], [5.277, 0.140, 2.595], [5.979, -1.481, 2.911], [3.483, -0.195, 4.168], [4.087, -1.838, 4.599], [2.518, -1.032, 2.465], [4.107, 3.166, 1.626], [2.775, 3.780, 1.282], [1.786, 2.719, 0.992], [4.838, 3.904, 1.954], [4.549, 2.709, 0.733], [4.009, 2.390, 2.386], [2.871, 4.385, 0.382], [2.389, 4.359, 2.119], [1.973, 2.412, 0.056], [4.838, -0.406, -0.486], [4.550, -1.872, -0.380], [3.470, -2.264, -1.317], [5.124, -0.176, -1.517], [5.632, -0.116, 0.194], [3.942, 0.174, -0.278], [4.251, -2.123, 0.637], [5.437, -2.452, -0.630], [3.846, -2.646, -2.117], [-0.402, 5.628, 0.292], [-1.070, 4.278, 0.463], [-0.802, 3.689, 1.798], [0.670, 5.584, 0.469], [-0.832, 6.361, 0.977], [-0.589, 5.995, -0.719], [-0.782, 3.556, -0.296], [-2.149, 4.415, 0.330], [-1.341, 4.156, 2.455], [1.245, 4.143, -2.349], [1.154, 2.654, -2.272], [2.276, 2.127, -1.535], [0.435, 4.528, -2.963], [2.190, 4.420, -2.825], [1.246, 4.607, -1.362], [1.091, 2.224, -3.275], [0.238, 2.390, -1.711], [2.107, 1.174, -1.358], [-3.687, -2.390, -0.517], [-3.469, -2.746, 0.943], [-2.134, -3.281, 1.189], [-3.742, -3.296, -1.116], [-2.872, -1.755, -0.870], [-4.632, -1.851, -0.606], [-4.170, -3.521, 1.245], [-3.654, -1.867, 1.570], [-1.500, -2.542, 1.113], [-0.850, -1.867, -5.114], [-0.947, -2.448, -3.743], [-0.245, -1.615, -2.769], [-1.107, -2.615, -5.867], [0.153, -1.498, -5.324], [-1.551, -1.048, -5.261], [-0.486, -3.433, -3.719], [-1.990, -2.514, -3.423], [-0.812, -0.801, -2.575], [-0.147, -2.034, 4.044], [-1.559, -1.980, 4.602], [-1.630, -1.043, 5.703], [-0.160, -2.576, 3.089], [0.565, -2.546, 4.685], [0.191, -1.026, 3.800], [-1.862, -2.951, 4.994], [-2.265, -1.624, 3.856], [-1.303, -1.484, 6.492]]}



(8)
{"formula": "C3H5NO3S", "method": "ωB97M-V with the def2-TZVPD basis set", "energy_ev": -21655.3396, "homo_energy_ev": [-8.911, -8.912], "lumo_energy_ev": [-0.10, -0.10], "relative_energy_kcal_mol": 111.6, "fmax_ha_per_bohr": 0.105, "elements": ["C", "C", "C", "N", "O", "O", "O", "S", "H", "H", "H", "H", "H"], "xyz": [[0.047, -0.535, 1.167], [0.695, -0.988, 0.074], [-0.756, 0.687, 1.279], [-0.350, 1.845, 0.786], [-0.914, 0.116, -1.582], [0.735, -1.745, -2.346], [0.780, 2.060, 0.200], [0.482, -0.235, -1.570], [0.159, -0.980, 2.046], [1.327, -1.789, 0.314], [-1.571, 0.758, 1.823], [0.331, -1.784, -3.187], [-0.966, 2.590, 0.995]]}



(9)
{"formula": "CH3CaLiO", "method": "ωB97M-V with the def2-TZVPD basis set", "energy_ev": -21766.2286, "homo_energy_ev": [-9.972, -10.142], "lumo_energy_ev": [-4.40, -4.39], "relative_energy_kcal_mol": 10.2, "total_charge": 1, "multiplicity": 2, "fmax_ha_per_bohr": 0.100, "elements": ["O", "C", "H", "H", "Li", "Ca", "H"], "xyz": [[-0.061, -0.318, 0.051], [-1.277, -0.172, -0.421], [-2.002, -0.892, -0.029], [-1.570, 0.813, -0.799], [0.955, -1.801, 0.600], [2.976, 2.007, 0.455], [0.979, 0.362, 0.143]]}



(10)
{"formula": "C7H11NO5PS", "method": "ωB97M-V with the def2-TZVPD basis set", "energy_ev": -39280.9808, "homo_energy_ev": -12.564, "lumo_energy_ev": -4.49, "total_charge": 1, "fmax_ha_per_bohr": 0.012, "elements": ["N", "C", "S", "P", "O", "H", "H", "H", "H", "H", "H", "H", "C", "C", "C", "O", "C", "C", "C", "O", "O", "O", "H", "H", "H", "H"], "xyz": [[3.152, -0.522, -3.810], [2.757, -1.384, -2.755], [1.424, -0.793, -1.599], [-0.224, -0.633, -3.052], [0.213, 0.025, -4.282], [2.529, 0.236, -4.049], [4.093, -0.173, -3.688], [3.570, -1.616, -2.069], [2.335, -2.330, -3.114], [1.677, 0.529, -1.547], [-1.145, -0.019, -2.199], [-0.518, -2.004, -3.087], [-1.652, -0.626, 3.272], [-1.271, -0.677, 1.991], [-1.002, 0.568, 1.171], [-0.632, 0.396, 0.001], [-1.181, 1.853, 1.760], [-1.573, 1.921, 3.051], [-1.823, 0.674, 3.891], [-2.156, 0.863, 5.040], [-1.768, 3.041, 3.695], [-1.086, -1.813, 1.323], [-1.842, -1.510, 3.863], [-1.002, 2.734, 1.161], [-2.041, 2.808, 4.608], [-0.832, -1.548, 0.422]]}



(11)
{"formula": "C6H4O", "method": "ωB97M-V with the def2-TZVPD basis set", "energy_ev": -8326.0649, "smiles": "C#CC#C[C@H]1CO1", "homo_energy_ev": -9.309, "lumo_energy_ev": 0.27, "relative_energy_kcal_mol": 147.0, "fmax_ha_per_bohr": 0.019, "elements": ["C", "C", "C", "C", "C", "C", "O", "H", "H", "H", "H"], "xyz": [[1.735, -0.541, 0.710], [2.108, 0.337, -0.091], [1.144, 1.115, -0.650], [0.009, 1.570, -0.857], [-0.980, 0.804, -0.155], [-1.099, -0.647, -0.336], [-0.369, -0.533, 0.838], [1.818, -1.274, 1.488], [-1.722, 1.315, 0.451], [-0.562, -1.055, -1.194], [-2.083, -1.091, -0.203]]}



(12)
{"formula": "C3H11NO4", "method": "ωB97M-V with the def2-TZVPD basis set", "energy_ev": -12960.0313, "homo_energy_ev": -8.552, "lumo_energy_ev": -4.83, "relative_energy_kcal_mol": 254.3, "fmax_ha_per_bohr": 0.100, "elements": ["C", "N", "C", "O", "O", "C", "H", "H", "H", "H", "H", "H", "H", "H", "H", "O", "H", "H", "O"], "xyz": [[-0.675, -0.629, -0.935], [-0.081, -1.514, -1.829], [-2.477, 1.932, 1.012], [-2.511, 0.568, 1.224], [-1.534, 2.640, 0.828], [0.441, -0.125, 0.017], [-1.249, 0.134, -1.531], [-1.400, -1.002, -0.193], [-0.689, -1.559, -2.656], [-3.486, 2.395, 1.121], [1.338, 0.051, -0.587], [0.741, -1.001, 0.591], [0.250, 0.832, 0.497], [-2.239, 0.748, 0.261], [1.996, -2.188, -1.112], [2.915, -2.194, -0.864], [3.735, 0.107, 1.264], [3.096, -1.417, -0.268], [2.946, -0.125, 0.761]]}



- Which formula does entry 8 have?
  C3H5NO3S